1.
The following is a quantum chemistry calculation of a structure of composition C35H52BF4LaN17OS in a non-equilibrium geometry, from the OMol25 dataset.

The charge is +1. The calculation puts the frontier orbital gap at 7.5626 eV. The value obtained for the LUMO energy is -0.092 Eh. The value obtained for the energy above the lowest of the compared OMol25 structures with the same formula, charge and spin is 0.457 eV. Its HOMO energy is -0.3703 Ha. The total energy is -3225.366377 Eh.

```
112
Properties=species:S:1:pos:R:3:forces:R:3
La -0.64347 0.51279 -1.50920 0.1888 0.1184 0.3240
N 0.35403 2.54309 -2.92100 -0.0865 0.2775 0.0189
C 1.27483 2.54449 -4.06380 0.4060 -0.1588 -0.1275
C 2.61403 1.94729 -3.65610 -0.3629 0.0263 -0.1175
N 2.45503 0.57349 -3.19050 0.1848 0.0624 -0.1182
C 3.51683 0.21289 -2.26080 -0.1523 0.2092 0.2656
C 3.23323 0.73519 -0.85000 0.2157 -0.0728 -0.3905
N 1.89313 0.34349 -0.40830 -0.0490 -0.0128 0.1673
C 2.39673 -0.35231 -4.31830 -0.1110 -0.2563 0.1987
C 1.73843 -1.67661 -3.93050 0.3969 0.2745 -0.1213
N 0.45083 -1.41931 -3.28220 -0.4327 -0.2863 0.0462
H -0.54087 2.88969 -3.26540 -0.0919 0.1813 0.0611
H 0.69863 3.20489 -2.22920 -0.0923 0.0191 -0.0675
H 1.43163 3.55659 -4.45780 -0.0408 -0.1318 0.0312
H 0.82213 1.94489 -4.85110 -0.0619 0.0917 -0.0044
H 3.31503 2.00769 -4.49990 0.0624 0.0519 0.0330
H 3.02883 2.54759 -2.84580 0.0933 0.0565 0.0526
H 4.49263 0.59749 -2.60080 -0.0239 -0.1461 0.0642
H 3.58813 -0.87351 -2.21590 0.0552 -0.0402 -0.0084
H 3.30043 1.82349 -0.83730 0.0214 -0.0215 0.0260
H 4.02373 0.35769 -0.18740 -0.1186 0.0933 -0.0073
H 1.67973 0.78359 0.48370 -0.0708 -0.1266 0.0742
H 1.87343 -0.66091 -0.23580 -0.1647 0.0880 0.1421
H 3.40163 -0.54461 -4.72760 -0.1027 0.0184 -0.0804
H 1.79203 0.10219 -5.10280 0.0326 0.0321 -0.0647
H 2.38093 -2.23671 -3.24640 -0.0870 0.0226 -0.0816
H 1.63113 -2.28271 -4.84110 0.0249 0.0471 0.1896
H 0.06463 -2.30271 -2.94990 0.0261 0.1150 -0.0813
H -0.18807 -1.09401 -4.00810 -0.1241 -0.0637 0.0670
C -6.23827 -3.43431 0.02240 0.2041 0.1525 0.1229
C -5.14077 -2.73381 0.81590 -0.2821 -0.0298 0.2279
N -3.86797 -2.79781 0.12880 -0.0425 -0.1307 -0.1117
C -3.26107 -1.70691 -0.39790 0.2061 0.2393 -0.4255
S -2.07877 -2.00981 -1.60570 0.1638 0.0253 -0.4163
N -3.66547 -0.54451 0.02630 -0.9936 -0.2910 1.1119
N -3.07207 0.61499 -0.32710 0.1906 0.7143 -0.8505
C -3.88327 1.62779 -0.40620 -0.0280 -1.2622 0.2401
C -5.37227 1.44379 -0.30800 0.2091 -0.1436 -0.1114
C -3.34007 2.96689 -0.58460 0.2215 0.7772 -0.0905
C -4.14707 4.07169 -0.27480 0.1618 -0.3745 -0.0684
C -3.66777 5.35149 -0.44810 0.3418 -0.0544 -0.0626
C -2.38047 5.50079 -0.94230 -0.2066 -0.1122 0.0442
C -1.64187 4.35749 -1.19460 0.0675 0.2414 -0.0890
N -2.07507 3.11429 -1.01680 -0.2470 -0.2697 -0.0015
H -7.19297 -3.33351 0.53190 -0.0961 -0.0540 0.0411
H -6.01937 -4.49461 -0.09590 -0.0262 -0.0816 -0.0253
H -6.32347 -2.98501 -0.96390 -0.0488 0.0127 -0.1225
H -5.03037 -3.19271 1.80360 -0.1101 0.0838 0.0062
H -5.37657 -1.67691 0.94590 -0.0005 -0.1693 0.1018
H -3.67447 -3.66251 -0.35240 0.1485 0.0766 -0.0223
H -5.61347 0.42989 -0.62610 -0.0515 0.1540 0.0824
H -5.89417 2.15139 -0.94680 0.0002 0.0794 0.0008
H -5.71787 1.57249 0.71900 -0.0767 -0.0310 0.0629
H -5.13977 3.90999 0.10690 -0.1305 -0.0018 0.0264
H -4.27627 6.20659 -0.20000 -0.0731 0.0968 -0.0204
H -1.95927 6.47429 -1.13120 0.0972 0.0858 -0.0109
H -0.62987 4.47219 -1.55420 0.0265 0.0265 -0.0210
F -3.25657 0.83299 -5.24050 -0.4668 -0.2807 -0.4938
B -2.40667 1.33429 -4.33890 0.1608 -0.3996 0.6106
F -2.20947 2.68429 -4.41740 0.1599 1.0539 -0.1555
F -1.11977 0.69899 -4.39420 0.5615 -0.3907 -0.0313
F -2.80727 1.03809 -2.98670 -0.0164 -0.0553 0.3145
N 4.05333 6.28089 0.29200 0.4167 0.2606 -0.1441
C 3.08693 5.75779 0.61200 0.2966 0.1657 -0.0509
C 1.91063 5.06499 0.97870 -0.7520 -0.4588 0.2103
C 1.08763 5.48209 2.02260 0.0617 -0.1672 -0.1518
C -0.03257 4.72149 2.30610 0.0111 -0.0856 -0.1106
C -0.29407 3.58949 1.54290 -0.0291 0.1369 0.3736
N 0.48813 3.18599 0.54920 0.1524 -0.2908 -0.2829
C 1.56083 3.90689 0.28070 0.1884 0.2664 0.1120
H 1.33273 6.36479 2.59350 0.0023 0.0731 0.0216
H -0.69417 5.00279 3.10880 -0.1086 0.0002 0.0730
H -1.15717 2.97049 1.74410 -0.1273 -0.0077 0.0029
H 2.19793 3.56059 -0.52210 0.0761 0.0297 -0.1021
C 2.42523 -3.32971 -0.42710 0.0816 -0.0467 0.0994
C 1.20713 -3.24731 0.41190 -0.0114 0.0312 -0.0865
N 0.35843 -2.24611 0.43380 0.5368 0.0562 -0.1902
C -0.61147 -2.59731 1.32850 -0.0425 -0.3152 0.2866
C -0.34287 -3.82321 1.84990 -0.3142 0.2853 0.1565
N 0.82333 -4.24051 1.26280 -0.1377 0.1823 -0.2323
C 1.56543 -5.43111 1.58580 0.1015 -0.3301 -0.2028
N 2.84053 -5.08181 2.14320 0.2309 0.2644 0.7154
N 3.99463 -5.34321 1.49730 -0.3745 -0.7102 -0.9840
N 4.97213 -4.82671 2.10190 0.8953 0.1001 -0.1027
C 4.51783 -4.15551 3.20020 -1.3415 0.1006 0.3547
C 5.17093 -3.39931 4.17170 -0.0410 -0.0911 -0.0720
C 4.39103 -2.83801 5.15520 0.1952 0.1271 0.0375
C 3.00123 -3.01471 5.19260 -0.1440 -0.1057 -0.0019
C 2.33363 -3.75451 4.24300 -0.2008 0.0570 0.0995
C 3.11083 -4.31351 3.23910 0.8427 0.0359 -0.0398
H 2.34253 -2.60941 -1.23340 -0.0242 0.0273 -0.0961
H 2.53633 -4.32771 -0.84570 0.1166 -0.0211 -0.1225
H 3.32513 -3.11321 0.14820 0.1074 -0.0080 0.0060
H -1.45097 -1.96551 1.52770 -0.2390 0.0555 0.0320
H -0.87507 -4.42871 2.55390 -0.1007 -0.1526 0.1653
H 1.76373 -6.03191 0.69050 -0.0036 0.0884 0.2255
H 0.98023 -6.02651 2.29630 0.0947 0.1602 -0.1651
H 6.23943 -3.27231 4.14360 0.1758 0.0260 0.0193
H 4.85423 -2.24141 5.92510 0.0809 0.0358 0.0926
H 2.44293 -2.57411 6.00500 -0.0582 0.0508 0.0731
H 1.26673 -3.90111 4.28360 -0.1604 0.0474 0.0276
C 1.20583 0.10769 3.58470 0.1201 0.1055 -0.2172
N -0.23847 0.09669 3.60540 -0.0147 0.0263 0.0735
C -0.96427 0.32889 2.48160 -0.2997 -0.0339 0.7133
N -2.31127 0.37179 2.65740 -0.1205 0.1626 -0.1409
O -0.43047 0.51459 1.38770 0.1538 0.0134 -0.7352
H 1.58943 -0.42121 4.45410 -0.0196 -0.0245 -0.0396
H 1.60293 1.12799 3.58390 0.0437 -0.0689 -0.0202
H 1.53233 -0.40571 2.68100 0.1351 -0.0267 0.0763
H -0.69387 0.09589 4.50360 -0.0705 0.0017 -0.1752
H -2.73317 0.04119 3.50680 0.0712 -0.0583 0.0386
H -2.88167 0.32069 1.82400 -0.0123 -0.1269 0.0259
```
Forces are in eV/Å.

Löwdin atomic charge list, values in e, 6 entries: 1.939, -0.086, -0.207, -0.183, -0.188, -0.182

2.
The following is a quantum chemistry calculation of a structure of composition C35H52BiOP4S in a non-equilibrium geometry, from the OMol25 dataset.

The charge is +3. The calculation puts the frontier orbital gap (spin up / spin down) at 3.5801 / 3.5791 eV. The value obtained for the LUMO energy (spin up / spin down) is -0.410 / -0.410 Eh. The value obtained for the energy above the lowest of the compared OMol25 structures with the same formula, charge and spin is 2.086 eV. Its HOMO energy (spin up / spin down) is -0.5416 / -0.5416 Ha. The total energy is -3417.305198 Eh.

```
94
Properties=species:S:1:pos:R:3:forces:R:3
Bi -1.88146 0.65470 -2.47751 2.7021 -3.7282 1.3326
P -2.61833 0.25400 0.13390 -0.1509 0.3748 1.7457
P -0.11826 -1.98993 -2.17701 0.8431 -1.8325 -0.3431
P -3.80913 -0.91135 -3.69695 -0.6861 -0.8881 -0.2953
H -1.83509 3.00753 -3.78703 -0.6214 0.1773 -0.5263
C -2.70554 2.33759 -3.71831 -2.4062 3.1822 0.7985
C -3.50577 2.60542 -2.56546 -0.7578 0.9513 -2.4368
H -3.57802 3.67856 -2.30850 0.9689 -0.7831 1.1389
C -1.73903 1.31319 1.32953 0.2667 0.5976 -0.6682
C -2.39111 -1.35090 0.93539 0.3122 -0.6972 -0.8029
C -4.38590 0.55441 0.35595 -0.2170 0.2515 -0.5228
C 0.93619 -2.34171 -3.65258 -0.2339 0.5582 -0.4666
C 1.17785 -2.31206 -0.91797 -0.1596 0.7225 0.5583
C -0.93543 -3.66018 -2.16120 -0.5470 0.4484 0.1465
C -5.30617 -0.05643 -4.31311 0.1821 0.3351 0.2615
C -4.46675 -2.26671 -2.65282 0.0800 0.1210 0.2915
C -3.13202 -1.72602 -5.19089 0.4659 0.2685 0.0558
H -3.10514 1.94997 -4.66711 0.4673 -0.9944 0.6517
H -4.25853 1.93077 -2.12047 -0.1349 0.4862 -0.9274
H -1.67703 2.35554 0.98567 -0.0236 -0.2036 0.1595
H -0.73185 0.90737 1.51604 -0.1359 -0.0645 -0.1482
H -2.31438 1.27569 2.26533 -0.0216 -0.0783 -0.2375
H -1.35042 -1.48945 1.24836 0.0913 0.1343 -0.1081
H -2.70241 -2.17746 0.29260 -0.0357 -0.0277 0.1786
H -3.02978 -1.31877 1.82528 0.0270 0.0730 -0.1341
H -4.63363 1.60903 0.20672 0.0011 -0.0965 0.1070
H -4.62642 0.26070 1.38230 -0.0366 0.0991 -0.1230
H -4.97783 -0.05249 -0.33917 0.0299 0.0782 0.2061
H 1.10345 -3.43172 -3.73653 -0.0605 0.5779 0.0745
H 1.90261 -1.83522 -3.51550 -0.3416 -0.1244 -0.2596
H 0.44601 -1.97154 -4.56693 0.3654 -0.2440 0.1138
H 1.26634 -3.39190 -0.73342 -0.0605 0.3406 -0.0822
H 0.94557 -1.77731 0.01460 0.2395 -0.3351 -0.0124
H 2.13492 -1.92949 -1.29380 -0.2189 -0.0618 0.1280
H -0.12406 -4.40625 -2.11333 -0.5032 0.2507 -0.0474
H -1.52697 -3.79562 -3.08113 0.2324 -0.1204 0.3059
H -1.59780 -3.76248 -1.28872 0.2176 -0.1669 -0.2382
H -5.86949 -0.80900 -4.87932 0.0262 0.0456 0.2559
H -5.09476 0.76011 -5.01816 0.0238 -0.1552 0.3350
H -5.90261 0.30469 -3.46088 0.0778 -0.0613 -0.4176
H -5.35939 -2.69886 -3.13403 0.3296 0.1736 0.0331
H -4.77100 -1.88222 -1.66504 0.1145 -0.2022 -0.3691
H -3.71091 -3.05828 -2.52412 -0.2470 0.3613 -0.0222
H -3.94770 -1.91243 -5.90498 0.1545 0.0599 0.2955
H -2.65238 -2.68088 -4.93414 -0.0891 0.3367 -0.0263
H -2.39484 -1.06761 -5.67471 -0.1895 -0.2716 0.0284
C -0.11130 4.87501 -1.12789 0.9425 -0.7305 0.0700
C -0.31828 3.69987 -1.85954 0.0070 0.3073 -0.5461
C 0.60015 3.27891 -2.81623 0.1940 0.2384 0.3551
C 1.79835 3.98974 -2.97046 -0.1911 -0.1659 0.2717
C 2.09172 5.05219 -2.11329 -0.2496 0.0566 0.4117
C 1.15161 5.50339 -1.16151 -0.5771 -0.2101 -0.5319
S -1.42700 5.29023 -0.03452 -0.5019 0.7221 0.3227
H -2.12589 6.07808 -0.89428 0.2731 -0.1706 0.2910
H -1.30046 3.21853 -1.69483 0.5759 0.1545 -0.0608
H 0.40982 2.38789 -3.41023 0.1570 0.0892 -0.1330
H 2.51300 3.67821 -3.72817 -0.0721 0.0890 0.1913
H 3.07661 5.51820 -2.16421 -0.3479 -0.0021 -0.0522
H 1.34871 6.35391 -0.49327 -0.0207 -0.4535 -0.4400
O 0.84853 -0.82634 1.80578 -0.6648 0.1653 -0.3236
P 2.05393 -0.68748 2.69713 -0.0891 -0.0523 0.5083
C 1.61569 -0.95326 4.42874 -0.2186 -0.0957 0.2808
C 2.60723 -1.04992 5.41450 -0.2179 0.0250 0.2336
C 2.25445 -1.30792 6.74486 -0.0571 0.0042 -0.3470
C 0.91155 -1.49784 7.08503 -0.0467 0.0745 -0.2836
C -0.08408 -1.40643 6.10508 0.1044 0.0772 -0.1995
C 0.26543 -1.12668 4.78034 0.3562 -0.0233 0.0845
C 3.30332 -1.92006 2.31590 0.2853 -0.2768 -0.1428
C 3.04417 -3.25543 2.66855 0.2502 -0.1992 -0.1826
C 3.93076 -4.26906 2.28473 -0.0070 0.1312 -0.0360
C 5.08401 -3.95503 1.54744 -0.1999 0.2818 0.0971
C 5.35245 -2.61781 1.22069 -0.1291 -0.2041 -0.0200
C 4.46626 -1.60612 1.60209 0.0187 -0.2924 0.0769
C 2.77382 0.95524 2.52471 0.2107 0.3859 0.0346
C 3.03498 1.43311 1.22930 -0.0692 0.2778 0.1530
C 3.55143 2.71714 1.03858 0.1075 -0.1683 0.1727
C 3.84469 3.52563 2.14582 -0.3661 -0.1729 0.2337
C 3.56291 3.06116 3.44054 0.1591 -0.1123 -0.1820
C 3.03463 1.77846 3.63010 -0.0189 0.1352 -0.3303
H 3.65365 -0.90640 5.14006 -0.2010 -0.1334 0.1330
H 3.03061 -1.37465 7.50721 -0.2304 0.0124 -0.2015
H 0.63683 -1.71890 8.11473 0.0768 0.0581 -0.2219
H -1.13819 -1.55311 6.35867 0.4377 0.0376 0.0124
H -0.49020 -1.06013 3.99434 0.1694 -0.0417 0.2743
H 2.15227 -3.50512 3.24915 0.2677 0.0640 -0.1597
H 3.72611 -5.30937 2.56631 0.0986 0.4984 -0.1204
H 5.77445 -4.74920 1.23903 -0.3063 0.3852 0.1766
H 6.25041 -2.35854 0.65639 -0.2453 -0.1141 0.2255
H 4.68523 -0.56871 1.36341 0.0539 -0.1961 -0.0021
H 2.81969 0.79488 0.37047 0.0589 0.1684 0.1544
H 3.75607 3.06975 0.02411 -0.0501 -0.0792 0.3602
H 4.25649 4.52926 2.00282 -0.1077 -0.4177 0.0631
H 3.77742 3.67886 4.31859 -0.0945 -0.1704 -0.4278
H 2.80044 1.42084 4.63242 0.1351 0.1747 -0.2299
```
Forces are in eV/Å.

Löwdin atomic charge list, values in e, 6 entries: 1.386, 0.740, 0.723, 0.729, 0.060, -0.339